[1]
{
  "formula": "C11H15N4Pt",
  "method": "ωB97M-V/def2-TZVPD",
  "species": ["H", "H", "N", "C", "C", "H", "N", "H", "C", "C", "H", "H", "H", "C", "C", "H", "H", "H", "C", "H", "H", "C", "H", "C", "N", "H", "N", "Pt", "H", "C", "C"],
  "coordinates": [[1.646531, 4.335988, -0.859651], [-2.462916, -2.212559, 0.937758], [-0.394775, -0.624400, 0.443120], [-1.111377, -4.321194, -1.378918], [-2.019717, -3.805051, -0.453041], [1.138923, -1.742019, -1.420017], [2.042068, 3.195229, 2.297795], [1.102975, 0.214724, -0.852968], [-1.005161, -0.135059, 1.611024], [0.477475, 0.314314, 0.022665], [1.336013, 3.152365, 3.034614], [-0.223481, 3.900230, 0.941754], [2.611874, 4.015285, 2.512482], [-1.766734, -2.594572, 0.186959], [-0.636498, -1.860713, -0.184030], [0.289718, 4.837023, -1.908914], [-2.920009, -4.354935, -0.220325], [-1.717022, -0.713253, 2.169980], [0.266962, -2.334946, -1.134341], [-0.693039, 1.807813, 2.652997], [2.643425, 2.380873, 2.430256], [0.858508, 3.948563, -1.629070], [0.124927, 3.192122, -1.265586], [0.025833, -3.583783, -1.715766], [-1.512940, -6.646904, -2.483641], [1.413908, 3.513774, -2.458053], [0.403806, 1.390029, 0.826934], [1.159493, 3.223618, 0.440304], [0.747294, -3.985916, -2.418767], [-1.337214, -5.602078, -1.989687], [-0.488851, 1.095431, 1.864134]],
  "forces_ev_per_angstrom": [[0.24, 0.48, 0.24], [0.18, -0.17, -0.39], [-0.45, -0.25, 0.59], [-0.20, -2.06, -1.18], [-0.62, 1.48, 1.60], [-0.25, -0.42, 0.08], [1.34, 0.24, 2.63], [-0.22, 0.19, 0.20], [0.14, -0.69, -0.38], [-0.75, 0.90, 1.19], [0.15, -0.03, -0.28], [-0.48, 0.52, 0.34], [-0.16, -0.24, -0.10], [-0.91, -1.53, -0.51], [-0.07, 1.19, 1.07], [0.26, -0.11, 0.00], [-0.03, -0.06, 0.07], [0.03, -0.09, -0.08], [0.33, -1.63, -1.32], [-0.08, -0.13, -0.26], [-0.15, 0.12, -0.06], [-0.75, -0.31, -1.32], [-0.05, 0.27, -0.75], [1.36, 1.91, 0.23], [0.12, 0.79, 0.37], [-0.12, 0.16, -0.07], [-1.09, -3.29, 1.14], [1.25, 2.70, -1.18], [-0.11, 0.03, -0.01], [0.00, 0.00, 0.01], [1.08, 0.00, -1.88]],
  "charge": -1,
  "multiplicity": 3,
  "s2": 2.022,
  "homo_ev": [-0.961, -3.036],
  "lumo_ev": [2.35, 2.27]
}

=====

[2]
{
  "formula": "C10H10AgCl2NO6",
  "method": "ωB97M-V/def2-TZVPD",
  "species": ["H", "C", "Cl", "H", "O", "O", "H", "C", "O", "O", "H", "Ag", "H", "H", "H", "O", "C", "C", "C", "O", "C", "H", "C", "H", "N", "C", "C", "H", "C", "Cl"],
  "coordinates": [[-0.537265, 2.367056, 0.018178], [-2.034448, 1.997366, -1.618531], [3.377422, -2.050035, 1.003378], [-3.007261, 1.076545, 0.494250], [0.080189, -1.795804, 0.636197], [-0.262422, 0.655436, -1.107342], [4.320433, -3.982961, 1.981632], [-1.576095, 0.847303, 2.026550], [-2.524995, 0.984540, 2.824145], [-1.879728, -2.854047, 0.765791], [-2.940789, -1.032833, -0.310631], [1.405564, 0.002925, 0.884459], [5.439454, -2.599255, 2.009650], [-2.964547, 2.467734, -1.296573], [-3.274920, 0.260661, -2.218403], [3.926465, 3.543122, 0.145710], [3.483170, 2.443549, 0.400853], [-1.280490, -0.274333, -1.489825], [-1.181826, -1.857199, 0.514764], [-0.346480, 0.885252, 2.293229], [-2.246517, 0.618220, -2.298900], [-1.500974, 2.682954, -2.280043], [-1.923675, -0.672728, -0.153826], [-0.825095, -1.095716, -2.040465], [3.093166, 1.357157, 0.650867], [4.692525, -3.127879, 1.427408], [-1.136124, 1.587302, -0.445688], [-1.974748, 0.643907, -3.355849], [-1.970919, 0.733921, 0.536236], [5.570931, -3.812161, 0.002782]],
  "forces_ev_per_angstrom": [[-0.03, 0.02, 0.00], [-0.04, 0.00, -0.02], [0.38, -0.35, -0.03], [0.02, 0.00, 0.04], [-0.01, 0.05, 0.08], [-0.10, 0.02, 0.06], [-0.11, 0.04, -0.06], [0.08, 0.34, 0.06], [0.00, -0.13, 0.00], [-0.03, 0.07, 0.08], [0.01, 0.01, -0.01], [-0.28, 0.38, 0.00], [-0.05, 0.09, -0.06], [0.00, 0.00, 0.00], [0.00, 0.01, -0.01], [-0.01, -0.02, 0.01], [0.08, -0.02, -0.02], [0.19, -0.10, 0.03], [0.18, -0.17, -0.26], [0.01, -0.08, -0.02], [-0.05, 0.00, 0.00], [-0.01, 0.00, 0.01], [-0.08, 0.11, 0.04], [-0.02, 0.00, 0.00], [-0.10, -0.07, 0.01], [0.14, -0.15, 0.00], [0.08, -0.07, 0.04], [0.02, 0.00, 0.00], [-0.16, -0.09, -0.12], [-0.13, 0.10, 0.13]],
  "charge": -2,
  "multiplicity": 1,
  "homo_ev": -1.703,
  "lumo_ev": 4.30
}

=====

[3]
{
  "formula": "C23H27N3O6S",
  "method": "ωB97M-V/def2-TZVPD",
  "species": ["H", "H", "C", "C", "H", "H", "C", "H", "H", "C", "C", "C", "H", "H", "C", "O", "H", "C", "H", "N", "H", "O", "H", "H", "N", "H", "H", "C", "C", "H", "H", "H", "H", "H", "H", "C", "S", "C", "N", "C", "O", "C", "C", "C", "H", "H", "C", "H", "H", "C", "C", "H", "C", "C", "O", "C", "O", "H", "C", "O"],
  "coordinates": [[-0.141107, 4.867460, -0.271903], [-0.100967, -2.570599, 2.657755], [-1.192935, -5.383727, 1.445183], [-1.077486, 0.106868, -1.048479], [2.297808, -0.149165, -1.884432], [-2.244406, 5.937436, -2.234252], [-1.602273, -3.228255, 0.546476], [2.394730, -3.515155, 2.182117], [-0.549082, -6.152460, 3.347540], [-0.506885, 5.130732, -1.269866], [2.119446, 0.672120, 0.061996], [-0.484466, 0.436903, -2.265661], [1.640026, -4.032538, 0.674452], [-0.200440, -0.333811, -2.961535], [1.921089, 0.449976, 1.409461], [1.642697, 3.267051, 0.234115], [-1.908603, 0.892954, 0.764542], [1.572571, -3.312165, 1.491675], [-3.091635, 7.209736, -0.266157], [-0.804674, -4.075690, 1.424758], [1.929623, -2.480390, -1.091814], [2.535814, 2.383259, -1.904935], [1.615334, -1.028313, 2.916051], [-0.521965, -4.094127, -1.128922], [4.032046, 2.505662, 0.131041], [0.681448, -6.258589, 2.072925], [-2.264356, -4.239938, -1.290766], [-1.471296, -2.265932, -1.652865], [1.745225, -1.913162, 0.967470], [0.405401, -4.200171, 3.089079], [1.907438, 1.291751, 2.081767], [-2.654146, -3.346464, 0.851492], [-0.718728, -7.346676, 2.061427], [4.114178, 3.319637, 0.718519], [0.185279, 2.019697, -3.535308], [1.748366, -0.843522, 1.861125], [2.463920, 2.328967, -0.475658], [2.131601, -0.367490, -0.842246], [-1.280722, -1.261845, -0.703490], [-0.619457, 2.784937, -1.718922], [-1.611008, -2.097506, -2.832013], [-1.302337, -1.734536, 0.590411], [-0.275416, 1.754694, -2.598418], [-1.469532, -3.588836, -0.930865], [-1.486103, 3.204183, 0.210752], [-1.420284, 7.655442, -0.615145], [1.928648, -1.661063, -0.386811], [-1.779610, 6.567521, 0.724683], [4.711458, 2.524907, -0.612145], [-2.067467, 6.845487, -0.286794], [-1.209314, 2.447149, -0.503731], [0.146811, 5.906217, -1.680509], [-1.443950, 1.123844, -0.179074], [-0.380394, -6.339194, 2.288822], [-1.168326, -1.071808, 1.589420], [-1.946262, 5.651079, -1.223721], [-2.149917, -5.756900, 0.796344], [-2.616916, 4.854260, -0.897215], [0.243080, -3.523563, 2.252147], [-0.351572, 4.033660, -2.149894]],
  "forces_ev_per_angstrom": [[-0.02, 0.05, -0.08], [0.06, -0.22, 0.07], [0.28, 0.00, 0.27], [-0.08, 0.34, -0.03], [0.01, -0.05, -0.15], [-0.02, -0.07, -0.02], [-0.24, -0.39, -0.18], [0.04, -0.04, -0.03], [0.07, 0.02, 0.09], [-0.31, 0.30, 0.17], [0.02, 0.36, -0.31], [-0.12, -0.03, 0.02], [0.05, -0.04, 0.04], [0.02, -0.03, -0.03], [-0.06, -0.13, 0.24], [0.16, -0.18, 0.31], [0.01, 0.00, 0.03], [-0.12, 0.05, 0.19], [-0.05, 0.09, 0.06], [-0.28, 0.38, -0.07], [0.01, -0.10, -0.07], [0.15, -0.32, 0.03], [-0.06, 0.01, 0.14], [0.03, 0.03, 0.01], [-0.73, -0.12, -0.19], [0.13, 0.02, 0.07], [0.07, 0.11, -0.02], [-0.12, -0.54, 0.04], [0.21, 0.00, -0.13], [-0.02, 0.06, -0.06], [-0.01, 0.06, 0.20], [0.17, 0.13, -0.12], [-0.01, 0.04, -0.02], [-0.14, 0.20, 0.13], [0.09, 0.02, -0.11], [0.12, 0.17, -0.17], [1.04, 0.26, 0.23], [0.07, 0.13, -0.14], [0.01, 0.45, -0.15], [-0.26, -0.49, -0.07], [0.02, 0.04, -0.16], [-0.04, -0.30, 0.37], [-0.13, 0.24, 0.14], [-0.24, -0.05, -0.01], [-0.02, 0.12, 0.06], [0.06, 0.15, 0.02], [0.02, -0.01, 0.16], [0.01, 0.04, 0.15], [0.08, -0.06, -0.24], [0.00, -0.20, -0.15], [0.05, 0.29, -0.17], [-0.04, -0.06, 0.12], [-0.09, -0.22, -0.05], [-0.19, -0.13, -0.11], [-0.17, 0.04, 0.00], [0.29, -0.09, 0.00], [-0.30, -0.18, -0.20], [-0.02, -0.03, -0.06], [0.43, -0.05, 0.17], [0.12, -0.06, -0.19]],
  "multiplicity": 1,
  "homo_ev": -7.986,
  "lumo_ev": 0.33
}

=====

[4]
{
  "formula": "C17H26BIN7O3Ru",
  "method": "ωB97M-V/def2-TZVPD",
  "species": ["H", "C", "C", "O", "C", "H", "C", "C", "H", "N", "H", "H", "H", "N", "C", "O", "C", "H", "H", "I", "N", "H", "H", "Ru", "H", "H", "H", "H", "B", "H", "O", "C", "H", "N", "H", "N", "H", "C", "H", "C", "H", "C", "N", "H", "C", "H", "H", "H", "H", "H", "C", "C", "C", "C", "N", "C"],
  "coordinates": [[-1.048145, -1.862830, -4.173892], [0.028741, -1.697343, -4.116425], [0.192537, -4.404367, -0.123152], [-1.123071, 0.478349, 3.504445], [1.077786, 1.398665, -2.268770], [-3.352302, 1.975212, 2.461173], [0.581163, -3.121695, 0.520823], [1.046643, 0.636628, -3.492148], [-3.668602, -2.011423, -2.357319], [0.481862, 0.690444, -1.348827], [-5.057084, -1.875643, -1.273701], [-3.699786, 2.872665, 0.994221], [1.738452, -1.005648, 3.874511], [0.114346, -1.922936, 0.115500], [1.434968, -1.534144, 1.833726], [-0.385087, 1.140390, 2.832248], [-2.902560, 0.937979, 0.651479], [1.542003, 2.419454, 3.509762], [4.101148, 2.936440, 0.356282], [0.567399, 4.722297, 2.566420], [0.005279, -0.518888, -1.932211], [1.508974, 3.158246, -1.126416], [4.263698, 3.833007, 1.823082], [0.094627, 0.934740, 0.631609], [1.955259, -3.649616, 2.162340], [0.405120, -1.475065, -5.111563], [-2.031550, 2.711107, 1.537869], [-0.882674, -4.570674, -0.050516], [-0.809040, -1.540376, -1.029900], [2.698802, 2.748406, -2.394019], [1.878527, 1.989064, 0.899533], [-3.920863, 0.181797, 0.122989], [3.209643, -1.168202, 2.932148], [0.636715, -0.946414, 0.916240], [0.695792, -5.230197, 0.372681], [-1.713288, 0.358261, 0.289244], [1.144642, 3.420381, -2.844947], [-3.323941, -0.875462, -0.581550], [0.486777, -2.623760, -3.764969], [0.338781, -0.583057, -3.191541], [-4.978634, 0.362453, 0.221059], [2.181664, -0.809872, 2.896775], [3.717526, 3.204958, 1.250577], [0.470240, -4.422290, -1.177280], [1.418577, -2.902542, 1.601726], [2.808454, 3.660305, 3.602223], [1.459697, 0.931004, -4.446553], [2.202088, 0.259226, 2.715759], [-1.147091, -2.458586, -1.696260], [-3.715736, -2.949071, -0.863922], [2.038428, 3.220570, 2.975984], [1.640050, 2.761637, -2.127300], [2.552875, 2.753384, 1.654964], [-2.987303, 2.190004, 1.455396], [-1.995405, -0.738246, -0.478169], [-3.977123, -1.988729, -1.311436]],
  "forces_ev_per_angstrom": [[0.00, 0.01, 0.01], [0.02, 0.03, -0.03], [0.00, -0.02, -0.02], [0.02, -0.02, -0.04], [-0.03, 0.04, 0.02], [0.00, 0.01, 0.00], [-0.03, 0.01, 0.03], [0.07, 0.14, -0.08], [0.00, 0.00, 0.00], [-0.05, -0.01, 0.05], [0.00, 0.00, 0.00], [0.00, 0.00, 0.00], [0.00, 0.02, 0.00], [0.14, 0.03, -0.16], [-0.04, -0.04, 0.02], [0.03, -0.01, -0.05], [-0.03, -0.04, 0.02], [0.03, -0.03, 0.04], [-0.02, -0.04, -0.01], [-0.03, -0.11, -0.01], [0.15, -0.06, -0.15], [0.02, 0.02, -0.01], [0.01, -0.02, 0.01], [-0.03, 0.10, 0.46], [0.00, -0.01, -0.01], [-0.01, -0.01, 0.00], [-0.01, 0.01, -0.01], [0.00, 0.01, 0.00], [-0.12, 0.03, 0.09], [0.01, 0.02, 0.03], [0.35, -0.42, -0.31], [0.02, -0.01, -0.01], [0.00, -0.01, 0.00], [-0.03, 0.15, 0.08], [0.01, 0.01, 0.01], [-0.08, 0.03, -0.04], [0.01, 0.00, 0.00], [-0.01, 0.02, 0.05], [0.01, 0.00, 0.01], [-0.11, -0.09, 0.13], [0.00, 0.00, 0.00], [-0.02, -0.01, -0.01], [0.04, -0.05, 0.05], [0.00, 0.00, 0.00], [0.01, 0.01, 0.02], [-0.01, 0.03, -0.02], [0.00, -0.02, -0.01], [0.01, 0.08, 0.03], [0.00, -0.03, 0.03], [0.00, 0.00, 0.00], [-0.03, 0.06, -0.08], [-0.07, -0.04, -0.02], [-0.23, 0.19, 0.05], [0.01, -0.04, 0.00], [0.03, 0.05, -0.15], [0.00, -0.02, -0.02]],
  "charge": 3,
  "multiplicity": 5,
  "s2": 6.024,
  "homo_ev": [-17.860, -17.793],
  "lumo_ev": [-10.27, -12.85]
}

=====

[5]
{
  "formula": "C6H11BrNO3S",
  "method": "ωB97M-V/def2-TZVPD",
  "species": ["C", "S", "O", "H", "H", "H", "C", "C", "C", "H", "H", "Br", "H", "H", "N", "O", "H", "C", "H", "H", "O", "H", "C"],
  "coordinates": [[-0.258373, -0.160133, -0.494918], [1.486861, 0.645909, 1.249911], [3.005005, 1.205852, 0.933804], [-0.400236, -1.545912, 2.098755], [-0.528343, -2.377159, -0.798743], [-2.715539, -1.545293, -1.361163], [-0.330791, -2.143513, 1.177306], [1.130498, 0.173719, -0.421777], [-2.366796, -1.554982, -0.232778], [2.997021, 1.716339, 0.179775], [-2.803032, -0.754071, 0.306895], [2.432159, -1.345305, -0.910433], [-0.476018, 0.070424, -1.597375], [-0.888654, -3.183105, 1.281187], [0.184524, 3.476577, -0.622683], [0.604456, 1.863836, 1.407101], [-0.961892, 0.408966, 0.040074], [-0.821356, -1.547633, -0.182611], [0.052961, 2.829723, 0.179175], [0.745997, -2.185689, 1.090340], [1.594423, 4.509982, -2.191651], [-2.700012, -2.477036, 0.223259], [1.017132, 3.918511, -1.353439]],
  "forces_ev_per_angstrom": [[-2.08, -2.28, -4.04], [0.79, 0.99, -0.82], [0.22, -1.93, 3.83], [-0.90, 0.04, -0.26], [0.52, 0.11, -1.14], [0.45, 0.15, 2.23], [-0.94, -0.72, -0.07], [2.62, 0.82, 1.67], [0.63, -0.76, -2.70], [-0.38, 1.73, -3.21], [-0.47, 0.98, 0.41], [-0.79, 0.45, 0.17], [-0.55, -0.50, 1.10], [1.55, 1.96, 0.16], [0.01, 0.20, -0.06], [0.06, -0.93, 0.50], [-0.10, 1.77, 0.93], [-0.77, -0.86, 1.73], [0.87, -0.06, -0.24], [0.33, -0.96, -0.11], [0.90, -0.11, -0.08], [-0.34, -0.33, -0.05], [-1.62, 0.23, 0.03]],
  "charge": -1,
  "multiplicity": 1,
  "homo_ev": -3.437,
  "lumo_ev": 3.25
}